This record from OMol25 describes a structure of composition C5H6Cl2O4STlY in a non-equilibrium geometry. The level of theory is wB97M-V/def2-TZVPD.

Geometry as ORCA input:
```
! wB97M-V def2-TZVPD RIJCOSX def2/J DEFGRID3
* xyz 4 1
Y 2.80 -1.76 0.22
Tl -0.79 1.25 -1.65
Cl 3.82 -0.32 1.89
Cl 0.26 -1.52 -0.59
C -2.75 -0.95 -1.01
C 2.86 0.11 -1.17
C 4.06 -2.16 -1.77
O -3.14 -1.95 -0.61
O 2.89 0.94 -1.98
O 4.70 -2.27 -2.73
C -2.67 2.42 1.24
S -1.10 1.79 1.88
C -1.53 0.06 2.16
O -0.13 1.84 0.71
H -3.23 2.68 2.15
H -3.23 1.65 0.69
H -2.51 3.32 0.63
H -2.61 -0.07 1.99
H -0.92 -0.55 1.49
H -1.30 -0.12 3.23
*
```

Summary:
- highest occupied orbital energy (spin up / spin down) (eV) = -24.116 / -25.697
- energy relative to the best compared isomer or geometry (same formula, charge and spin) (kcal per mole) = 0.0
- electronic energy (hartree) = -2022.62941
- molecular weight (g/mol) = 526.4

natural (NBO) population analysis, charges in e, atoms 1 to 4: 1.942, 1.138, -0.189, -0.324